This record from OMol25 describes 6 unconnected molecules or ions with the total composition C40H53F41N2O7S at a distorted geometry. The level of theory is wB97M-V/def2-TZVPD.

Geometry as XYZ:
```
144
Properties=species:S:1:pos:R:3
C -0.73179 -0.07521 2.07393
C -1.24260 1.08379 1.20000
C -0.51449 2.42274 1.47086
C -1.47365 3.62258 1.68144
C -1.42178 4.22594 3.09232
C -2.59771 5.18401 3.34570
C -3.91519 4.42264 3.57148
C -5.19462 5.23155 3.24666
C -6.07979 4.52400 2.21673
C -7.48386 5.13481 2.15348
N -8.19403 4.75190 0.89775
C -9.59732 4.27190 1.07033
C -9.83600 3.00626 0.24720
C -8.89465 1.85757 0.68691
C -9.61969 0.56728 1.10780
C -8.92104 -0.25593 2.21600
N -7.46299 -0.17139 2.29118
S -8.06584 5.89460 -0.25617
O -8.94949 5.60392 -1.33718
O -6.68895 6.20810 -0.46257
F -8.68582 7.16241 0.46811
H 0.35885 -0.03157 2.17846
H -1.19039 -0.03986 3.06642
H -0.98461 -1.04388 1.63079
H -1.10095 0.79286 0.15180
H -2.31786 1.19591 1.35636
H 0.12154 2.32434 2.35832
H 0.13357 2.65159 0.61784
H -2.49500 3.29588 1.45141
H -1.24298 4.42838 0.97402
H -0.48212 4.78821 3.16629
H -1.40366 3.43513 3.85472
H -2.67587 5.85189 2.47754
H -2.38562 5.79281 4.23248
H -3.91536 3.50128 2.97589
H -3.93424 4.11590 4.62457
H -5.77426 5.38646 4.16777
H -4.91506 6.23325 2.89645
H -6.17354 3.47242 2.51797
H -5.63930 4.57584 1.21586
H -7.42301 6.22432 2.26035
H -8.07886 4.78588 3.00199
H -9.74270 4.03194 2.12783
H -10.32381 5.05337 0.82137
H -10.88305 2.70544 0.36991
H -9.67873 3.24985 -0.80660
H -8.24988 1.62267 -0.16507
H -8.21736 2.20261 1.47589
H -10.61129 0.85164 1.48788
H -9.80850 -0.05472 0.22546
H -9.33994 -0.00168 3.19573
H -9.18076 -1.31140 2.05552
H -7.02109 0.01050 1.40012
H -7.13600 0.48150 2.98655
C -0.56240 -6.77678 3.48284
C -0.89620 -6.80934 1.98180
C -0.03418 -5.97136 1.03086
F -0.16192 -4.66448 1.33700
F -0.47789 -6.15149 -0.23206
F -2.19355 -6.50781 1.78571
F -0.70524 -8.10400 1.58928
O -1.32077 -5.89960 4.29724
C -0.91434 -4.61405 4.53674
C -1.88893 -3.57303 3.96717
F -2.02976 -3.73842 2.63730
F -1.35986 -2.34880 4.18689
F 0.33474 -4.38711 4.09950
F -0.90333 -4.43084 5.87809
H -0.82934 -7.77205 3.83539
H 0.50855 -6.65563 3.65021
H 1.01680 -6.26697 1.07909
H -2.86714 -3.65448 4.44395
C -5.76576 -1.06403 -2.75440
C -5.42177 -0.82949 -1.27720
C -4.50694 0.35071 -0.93573
F -3.29619 0.19520 -1.49975
F -4.34880 0.39125 0.40675
F -4.93932 -1.95715 -0.72346
F -6.61208 -0.53828 -0.66102
O -5.02925 -2.06024 -3.43678
C -3.85117 -1.79277 -4.07927
C -2.67796 -2.58657 -3.48489
F -2.51810 -2.28974 -2.18225
F -1.55096 -2.24083 -4.14634
F -3.57906 -0.47721 -4.12332
F -3.98238 -2.22016 -5.35749
H -6.78366 -1.45194 -2.73613
H -5.79202 -0.12469 -3.30815
H -4.94489 1.29573 -1.26833
H -2.85669 -3.65740 -3.59588
C 1.28589 0.78541 -2.65704
C 2.24161 1.64898 -1.81879
C 3.74729 1.53070 -2.09026
F 4.19522 0.28211 -1.83528
F 4.40092 2.38137 -1.27148
F 1.99973 1.47394 -0.50532
F 1.93991 2.94417 -2.13112
O 0.79869 -0.40760 -2.06753
C 1.45879 -1.60026 -2.16341
C 1.87934 -2.12472 -0.78487
F 2.68724 -1.24152 -0.16590
F 2.58069 -3.27249 -0.95713
F 2.51292 -1.53963 -3.00036
F 0.59845 -2.51143 -2.66656
H 0.39653 1.40344 -2.77334
H 1.68560 0.61126 -3.65674
H 3.97398 1.79157 -3.12682
H 1.00550 -2.31403 -0.15923
C 5.78749 -3.51493 -0.98351
C 6.13071 -3.21691 0.48293
C 6.69611 -1.83196 0.81834
F 7.87524 -1.62659 0.19740
F 6.90750 -1.76500 2.15107
F 6.93848 -4.17749 0.97896
F 4.94746 -3.28201 1.16215
O 6.72542 -4.26706 -1.74030
C 7.75381 -3.68730 -2.42505
C 9.12667 -4.15690 -1.92089
F 9.28339 -3.86352 -0.61811
F 10.07925 -3.49537 -2.62048
F 7.67705 -2.34374 -2.43652
F 7.67300 -4.10036 -3.71300
H 4.91484 -4.16280 -0.93206
H 5.47061 -2.61134 -1.50589
H 5.98952 -1.04915 0.53038
H 9.23972 -5.23206 -2.06672
C 11.69673 0.31338 -1.98418
C 10.84710 1.30056 -2.79698
C 10.39528 0.86872 -4.19642
F 11.45049 0.66567 -5.00642
F 9.63959 1.85606 -4.72896
F 11.45363 2.50301 -2.86054
F 9.68672 1.45824 -2.09163
O 13.09982 0.51462 -1.95349
C 13.94631 -0.01738 -2.88717
C 14.70473 1.07149 -3.66151
F 13.84540 1.88615 -4.29988
F 15.49462 0.47584 -4.58271
F 13.32742 -0.87060 -3.71897
F 14.89143 -0.72240 -2.21940
H 11.38751 0.47732 -0.95272
H 11.43857 -0.71828 -2.22856
H 9.79568 -0.04366 -4.14037
H 15.31932 1.65606 -2.97483
```

## Properties
gap between HOMO and LUMO: 9.38 eV


This record from OMol25 describes a molecular structure, C40H53GeNO3SSb2W at a distorted geometry. The level of theory is wB97M-V/def2-TZVPD.

Geometry as XYZ:
```
102
Properties=species:S:1:pos:R:3
W -0.86308 0.07028 -1.02260
C -3.33292 -0.55693 -3.81941
C -3.62911 0.29685 -2.63752
C -4.23985 1.58085 -3.13670
C -4.55902 -0.38702 -1.66716
O -2.40887 0.58587 -1.88384
Ge -2.77348 -0.08699 1.36995
O -0.63050 1.83198 -0.47149
C -0.75442 3.31069 -0.66943
C -2.13221 3.78576 -0.27278
C -0.64767 3.57092 -2.14706
C 0.34181 4.04280 0.04279
O -1.03651 -1.74881 -1.06009
C -1.06598 -3.21128 -0.98211
C -2.27121 -3.65127 -0.18410
C -1.09024 -3.76983 -2.38163
C 0.23242 -3.58667 -0.31906
H -4.24058 -0.59701 -4.43170
H -3.05001 -1.58391 -3.55056
H -2.57478 -0.11818 -4.44796
H -5.08914 1.32534 -3.75175
H -3.53448 2.17509 -3.70853
H -4.61738 2.20209 -2.31144
H -5.46836 -0.67695 -2.19539
H -4.86720 0.27839 -0.87501
H -4.08370 -1.26594 -1.25401
H -2.91185 3.20791 -0.80322
H -2.22494 4.82750 -0.58384
H -2.35719 3.74259 0.79721
H 0.28301 3.18026 -2.56322
H -0.62842 4.65466 -2.28214
H -1.48746 3.13821 -2.69026
H 0.33603 3.88667 1.12296
H 0.18915 5.10851 -0.12146
H 1.32644 3.78260 -0.32554
H -3.20834 -3.44237 -0.68852
H -2.22171 -4.72970 -0.03502
H -2.24809 -3.21305 0.82835
H -2.03044 -3.58445 -2.90189
H -0.98649 -4.86045 -2.32240
H -0.24110 -3.40499 -2.95546
H 1.06920 -3.27250 -0.95737
H 0.23976 -4.66895 -0.19856
H 0.30678 -3.13731 0.67532
C 3.08872 -0.79617 1.41279
C 2.73510 0.16381 2.57278
C 1.39348 0.89029 2.51326
Sb 0.06228 -0.72909 1.92532
C -2.44462 1.05788 2.84427
C -1.71984 2.23735 3.00802
C -1.80950 2.92703 4.18900
C -2.62344 2.40934 5.21145
C -3.36740 1.23902 5.04834
C -3.31033 0.59570 3.83843
C -0.14864 -2.14422 3.36184
C -0.56983 -3.46908 3.29405
C -0.50672 -4.19029 4.45866
C 0.01954 -3.58412 5.59763
C 0.41856 -2.25346 5.66752
C 0.31526 -1.52098 4.53174
Sb 2.29284 -0.25207 -0.57253
C 3.20326 -1.56148 -1.82361
C 3.87614 -2.61624 -1.24034
C 4.93069 -3.15698 -1.94973
C 5.23011 -2.66885 -3.21853
C 4.45565 -1.69741 -3.81321
C 3.44091 -1.10090 -3.11107
C 2.91626 1.63744 -1.02643
C 2.67768 2.22116 -2.26223
C 3.39016 3.36185 -2.57480
C 4.28203 3.88726 -1.64424
C 4.44255 3.34041 -0.39570
C 3.76244 2.18409 -0.06685
H 2.71728 -1.80723 1.57809
H 4.16944 -0.78869 1.22890
H 3.50989 0.90052 2.74579
H 2.74925 -0.45650 3.49466
H 1.29417 1.57272 1.64793
H 1.11504 1.38835 3.44695
H -1.13205 2.60324 2.18719
H -1.30842 3.88525 4.30598
H -2.65093 2.94988 6.14683
H -4.00869 0.87918 5.83285
H -3.96142 -0.28014 3.69681
H -0.92868 -3.88424 2.37041
H -0.80647 -5.23879 4.48972
H 0.08010 -4.17045 6.51155
H 0.81782 -1.82129 6.58738
H 0.53959 -0.46039 4.55344
H 3.63057 -2.99042 -0.25052
H 5.54355 -3.95084 -1.52140
H 6.08803 -3.05006 -3.75823
H 4.64808 -1.35636 -4.80977
H 2.88504 -0.26077 -3.50599
H 1.95388 1.81333 -2.93987
H 3.23224 3.84903 -3.52625
H 4.81511 4.79681 -1.90776
H 5.15215 3.79893 0.29341
H 3.90126 1.70108 0.90718
S 0.54740 -1.08412 -5.14187
C 0.15532 -0.28953 -3.85700
N 0.00026 0.30899 -2.80859
```

## Properties
2S+1: 4
total charge: +3
gap between HOMO and LUMO (spin up / spin down): 4.96 / 4.80 eV